[1]
DFT (ωB97M-V with the def2-TZVPD basis set) results for a molecular structure, C21H23BN9PdS2.

Structure (XYZ):
```
57
Properties=species:S:1:pos:R:3:forces:R:3:mulliken_charge:R:1
Pd 1.70287 1.45895 0.38755 -0.01 0.30 -0.30 0.1238
C 1.17681 -2.46759 2.15557 0.00 0.01 0.00 -0.8636
N 0.10656 -1.50407 2.06536 -0.04 0.02 -0.03 0.5323
C -1.05078 -1.64570 1.32689 0.05 -0.01 -0.03 -0.5938
C -1.73947 -0.49680 1.48077 -0.03 0.04 -0.01 -0.6207
N -1.02309 0.34920 2.29968 0.02 -0.02 -0.06 0.2870
B -1.47834 1.83263 2.54609 -0.05 0.03 0.06 -0.0925
N -1.33614 2.61135 1.19046 0.04 0.01 -0.12 0.2240
C -2.32434 2.63196 0.23314 -0.03 -0.03 0.05 -0.3708
C -1.85592 3.23677 -0.88116 0.05 0.02 -0.02 -0.6688
N -0.55341 3.61089 -0.59841 -0.02 0.00 -0.01 0.3596
C 0.39613 4.18835 -1.51669 0.00 0.00 -0.01 -0.8993
C -0.21677 3.18358 0.65966 -0.01 0.06 0.17 -0.5425
S 1.27499 3.54682 1.42418 -0.04 -0.24 0.01 -0.4170
C 0.11574 -0.27983 2.67144 0.05 -0.01 0.03 -0.3500
S 1.32129 0.21038 3.76060 -0.02 0.01 0.03 -0.4817
H 0.89306 -3.34752 1.57920 -0.01 -0.01 0.01 0.3182
H 1.35397 -2.73876 3.19603 0.01 0.01 0.00 0.3461
H 2.09611 -2.05114 1.74339 0.03 0.02 0.00 0.2121
H -1.27636 -2.54602 0.78270 0.00 -0.01 -0.01 0.5788
H -2.69757 -0.20962 1.08361 0.00 0.00 0.00 0.4913
H -0.82810 2.33802 3.40869 0.00 0.00 0.01 -0.0980
H -2.67450 1.79731 2.77410 -0.01 0.00 0.01 -0.1973
H -3.30604 2.24437 0.44603 0.00 0.00 0.00 0.5909
H -2.33678 3.49089 -1.81007 0.00 0.00 0.00 0.4444
H -0.06988 4.26643 -2.49874 -0.01 0.01 0.00 0.3447
H 1.27881 3.54320 -1.56140 0.00 0.00 0.00 0.3002
H 0.71308 5.17398 -1.17669 0.01 -0.01 0.01 0.3034
N -6.73527 -2.75252 -3.41921 0.01 0.01 -0.01 -0.5467
C -5.65240 -2.47850 -3.14577 -0.06 -0.02 0.00 0.0568
C -4.29910 -2.14502 -2.80837 0.07 0.02 0.01 0.4971
C -3.31097 -3.12534 -2.83063 -0.01 0.01 0.00 -1.0776
C -2.00505 -2.80500 -2.51473 0.02 0.00 -0.02 -0.4904
C -1.66101 -1.49781 -2.17200 -0.01 -0.01 0.00 1.4657
C -2.65504 -0.51685 -2.13850 0.00 0.01 0.05 -0.1353
C -3.95850 -0.83985 -2.45524 0.00 -0.02 -0.01 -1.1790
N -0.33777 -1.17246 -1.85274 -0.02 0.00 0.06 0.4002
C 0.72794 -2.04554 -1.66406 0.01 0.01 -0.01 -0.0447
C 1.77421 -1.28578 -1.25856 0.00 0.01 -0.03 -1.0617
N 1.39633 0.03996 -1.19580 0.00 -0.09 0.33 -0.6286
C 0.13344 0.07514 -1.53216 0.06 -0.01 -0.15 -0.0059
H -3.56904 -4.14111 -3.09749 0.00 0.00 0.00 0.4461
H -1.25292 -3.57907 -2.54101 0.01 0.00 -0.01 0.3458
H -2.42184 0.49480 -1.83574 0.00 0.00 0.01 0.2077
H -4.72401 -0.07645 -2.42051 0.00 0.00 0.00 0.4517
H 0.64903 -3.10418 -1.82481 -0.01 -0.01 0.02 0.3598
H 2.77021 -1.58071 -0.97462 0.00 0.00 0.02 0.4876
H -0.46206 0.97040 -1.58469 0.00 -0.01 0.01 0.3668
N 4.18057 -0.02311 2.11567 -0.04 0.12 -0.09 0.3629
C 5.34796 0.27268 2.70715 -0.04 0.00 0.00 -0.2973
C 6.34450 -0.05586 1.81395 0.04 0.00 -0.03 -0.8550
C 5.65061 -0.54159 0.69121 0.00 0.02 0.03 -0.3296
N 4.33792 -0.51420 0.88282 0.04 -0.12 0.01 -0.2532
H 3.23681 0.15173 2.48457 -0.02 -0.11 0.00 -0.0148
H 5.37863 0.69374 3.69758 -0.01 0.00 0.00 0.4460
H 7.40717 0.04821 1.94983 0.00 0.00 0.00 0.3561
H 6.04771 -0.89374 -0.24811 0.00 -0.03 0.01 0.4087
```
Positions in Å, forces in eV/Å.

Values from the calculation:
LUMO energy	0.0677	Ha
total charge	-1
total energy	-2256.08582	Ha
2S+1	1
HOMO-LUMO gap	4.992	eV

***

[2]
DFT (ωB97M-V with the def2-TZVPD basis set) results for a molecular structure, C5H6O.

Structure (XYZ):
```
12
Properties=species:S:1:pos:R:3:forces:R:3:mulliken_charge:R:1
O -1.51994 1.82455 0.04730 -0.09 -0.03 -0.15 -0.5052
C -0.82385 0.67300 0.01578 0.07 -0.23 -0.06 0.4588
C -0.93879 -0.50633 -0.61499 -0.07 0.11 -0.05 -0.7821
C 0.26166 -1.04445 0.14512 0.08 -0.32 0.05 -0.0528
C 1.48600 -0.26559 -0.17971 0.13 -0.02 -0.09 -0.5581
C 0.43752 0.34373 0.74896 -0.07 0.18 0.30 -0.3930
H -2.38715 1.62927 -0.33640 0.15 0.24 -0.01 0.3463
H -1.44142 -0.83953 -1.51426 -0.08 -0.05 0.21 0.3547
H 0.24195 -1.92993 0.77008 0.12 0.08 -0.16 0.3081
H 1.61661 0.11651 -1.19076 -0.06 0.04 0.21 0.2286
H 2.40106 -0.57477 0.32475 -0.11 0.11 -0.08 0.2484
H 0.66635 0.57353 1.78413 -0.06 -0.11 -0.16 0.3462
```
Positions in Å, forces in eV/Å.

Values from the calculation:
LUMO energy	0.0331	Ha
total energy	-269.25279	Ha
2S+1	1
HOMO-LUMO gap	9.054	eV

***

[3]
DFT (ωB97M-V with the def2-TZVPD basis set) results for a molecular structure, C15H20N5O4OsP.

Structure (XYZ):
```
46
Properties=species:S:1:pos:R:3:forces:R:3:mulliken_spin:R:1
Os -0.11029 0.55719 0.42879 0.00 0.11 -0.16 2.6600
O 4.02399 -0.78418 3.76987 0.02 0.03 -0.02 0.1841
C 4.14289 -1.60967 2.78819 0.01 0.02 0.02 0.1941
C 5.22446 -2.54757 2.89710 0.00 -0.01 -0.01 0.1681
C 5.45894 -3.44517 1.89169 0.01 0.00 0.01 -0.0271
C 4.62633 -3.44670 0.76689 -0.01 0.00 -0.01 0.2632
C 3.53810 -2.53763 0.65188 -0.02 -0.03 0.01 0.1006
C 3.26994 -1.62324 1.63285 0.01 0.03 -0.01 0.0683
C 2.15668 -0.67298 1.50600 0.04 -0.04 -0.03 -0.0113
O 1.31721 -0.78574 0.47825 0.00 0.02 0.09 0.1064
N 2.01245 0.26888 2.38899 -0.02 0.03 0.00 0.0510
N 0.93376 1.05212 2.04800 0.01 0.00 0.07 -0.0933
C 0.57927 2.09813 2.72114 -0.01 -0.04 0.01 0.0593
C -0.55734 2.82615 2.18515 0.03 0.01 -0.03 0.0305
C -1.04780 3.97914 2.74880 -0.02 0.00 0.00 0.0225
C -2.12203 4.62942 2.12723 0.01 0.00 0.02 0.0219
C -2.65509 4.09107 0.97353 -0.01 -0.02 -0.01 0.0108
C -2.11910 2.91659 0.45226 -0.04 -0.03 0.03 -0.0111
N -1.09269 2.28914 1.03519 0.01 0.03 0.02 0.0310
H 3.29522 -0.13442 3.62278 -0.02 -0.03 0.02 -0.0076
H 5.83443 -2.49593 3.79116 0.00 0.00 0.00 -0.0038
H 6.28091 -4.14521 1.96144 0.00 -0.01 0.00 0.0059
H 4.80556 -4.15117 -0.03501 0.00 0.00 0.00 -0.0004
H 2.91789 -2.57425 -0.23302 0.00 0.00 0.00 0.0086
H 1.11660 2.40324 3.61394 0.00 0.01 0.00 -0.0102
H -0.60469 4.37488 3.65402 0.00 0.00 -0.01 0.0006
H -2.52260 5.54271 2.54922 0.00 0.00 0.00 -0.0001
H -3.48408 4.56428 0.46491 0.00 0.00 0.00 0.0022
H -2.52344 2.46450 -0.44381 0.01 0.02 -0.02 0.0072
N -4.22044 -1.95027 -1.93201 0.03 -0.02 -0.03 0.0006
C -2.71055 -2.00015 -1.99676 -0.01 0.00 -0.01 0.0023
P -2.08938 -0.28724 -2.35302 -0.02 0.16 -0.03 0.0236
O -3.30142 0.54547 -2.54425 -0.02 0.04 0.02 0.0070
O -1.06771 0.09744 -1.26646 0.03 -0.28 0.02 0.1321
C -1.14566 -0.22608 -3.94404 -0.01 -0.01 -0.03 0.0013
N -1.98171 0.47186 -4.99184 0.02 -0.02 0.02 0.0007
H -4.66061 -2.54616 -2.63939 0.00 -0.02 0.00 0.0001
H -4.53228 -0.97599 -2.09565 0.00 0.02 0.01 0.0001
H -4.58206 -2.26024 -1.02597 0.00 0.00 0.01 0.0000
H -2.41701 -2.71196 -2.76680 0.01 -0.01 0.01 -0.0003
H -2.32594 -2.36355 -1.04645 -0.01 0.00 0.01 0.0013
H -0.84376 -1.20411 -4.31553 0.00 0.01 -0.01 -0.0002
H -0.24278 0.36049 -3.78357 -0.01 0.01 0.02 -0.0004
H -1.43871 1.17371 -5.50478 0.01 0.00 -0.01 0.0001
H -2.77922 0.94601 -4.53690 -0.01 0.02 0.01 -0.0001
H -2.35620 -0.17278 -5.69401 -0.01 -0.01 0.00 0.0000
```
Positions in Å, forces in eV/Å.

Values from the calculation:
LUMO energy (spin up / spin down)	-0.4634 / -0.5014	Ha
total charge	+4
total energy	-1588.89666	Ha
2S+1	5
HOMO-LUMO gap (spin up / spin down)	7.516 / 6.866	eV

***

- Which formula does entry 2 have?
  C5H6O